Entry 1:
Here is C30H44BrN3P2V as an isolated structure at a distorted geometry from the OMol25 dataset. Energies are from wB97M-V/def2-TZVPD.

Properties
Gap between HOMO and LUMO (spin up / spin down)   7.18 / 4.76 eV
Multiplicity   4
Electronic energy   -5533.83315 Eh
Strongest force on any atom   4.00 eV/A
⟨S²⟩   3.877
ΔE to the lowest compared entry with this formula, charge and spin   80.0 kJ/mol
Total charge   +2

Positions of all 81 atoms, in Å:
C -2.66376 -0.97222 -6.86435
C -2.23279 0.05930 -6.00891
C -2.73375 1.36830 -6.24475
C -3.40217 1.62036 -7.45090
N -3.68036 0.63989 -8.30558
C -3.34270 -0.61683 -8.04409
C -1.22360 -0.17066 -4.98790
C -0.20413 -0.01488 -4.31739
C 0.48486 0.30379 -3.13227
C -0.39151 0.45408 -2.05211
C 0.15147 0.25264 -0.78882
C 1.60155 0.16812 -0.68995
C 2.46913 0.31648 -1.74878
C 1.88241 0.36872 -3.02244
V 0.69349 -1.03407 0.57862
P -1.08298 -0.85663 2.24946
H -2.57587 2.18661 -5.54842
H -2.45076 -2.01712 -6.67431
H -3.71840 2.62812 -7.72773
H -3.61455 -1.36840 -8.78766
H 2.48920 0.43583 -3.92942
H -1.46788 0.53083 -2.21992
H 3.55453 0.34640 -1.63573
H -0.51864 0.21253 0.13955
C 0.02203 -0.75665 3.71610
C -0.55186 -0.16909 4.99489
H 0.93221 -0.21598 3.42987
H 0.36003 -1.78001 3.90512
H 0.10998 -0.43518 5.83330
H -0.60416 0.92604 4.97993
H -1.54349 -0.56350 5.23812
C -2.26894 0.55681 2.17097
C -3.26231 0.50194 1.00672
H -1.68948 1.48252 2.12718
H -2.81166 0.58850 3.12384
H -3.74598 1.48193 0.88354
H -2.80291 0.24495 0.03855
H -4.06121 -0.22940 1.19309
C -2.33484 -2.18556 2.53811
C -3.21862 -2.05915 3.77735
H -1.82036 -3.15409 2.54578
H -2.97167 -2.17899 1.63908
H -4.03718 -2.78494 3.69997
H -2.68278 -2.29010 4.70318
H -3.68857 -1.07592 3.88520
Br 2.98274 -0.53787 1.52206
P 1.73795 3.38606 1.26912
C 0.44799 2.63613 2.27252
C 0.10399 3.46008 3.52177
H 0.74153 1.60152 2.51313
H -0.41331 2.60459 1.58663
H -0.85057 3.12530 3.95227
H 0.86486 3.36711 4.30741
H 0.00120 4.52454 3.26643
C 3.35786 2.61232 1.52229
C 4.43536 3.66469 1.22780
H 3.44466 1.74329 0.84331
H 3.44587 2.22676 2.55607
H 5.43315 3.26276 1.40475
H 4.36911 3.97806 0.18144
H 4.28271 4.53555 1.87229
C 1.25109 3.17417 -0.47057
C 0.70539 4.49028 -1.04370
H 0.50273 2.37964 -0.53199
H 2.11563 2.81007 -1.04062
H 0.46199 4.36631 -2.10489
H -0.21010 4.81164 -0.53213
H 1.46184 5.28148 -0.95232
N 2.80768 -6.75874 0.43391
C 2.14319 -5.58683 0.35485
C 1.21084 -5.22229 1.34702
C 0.68400 -3.94911 1.34043
N 1.02354 -3.03606 0.38517
C 1.78466 -3.43605 -0.67521
C 2.37276 -4.68766 -0.70690
H 2.67564 -7.38558 1.21130
H 3.51356 -7.01535 -0.23653
H 0.91024 -5.90915 2.12940
H -0.04129 -3.61358 2.08213
H 1.88068 -2.70808 -1.48247
H 3.00982 -4.94129 -1.54222

Atomic partial charges in e from the Mulliken method, atoms 1 to 5:
1. C -0.563
2. C 0.282
3. C -0.292
4. C -0.381
5. N -0.544


Entry 2:
Here is one molecule with the formula H4O2Si2 at a distorted geometry from the OMol25 dataset. Energies are from wB97M-V/def2-TZVPD.

Properties
Gap between HOMO and LUMO   10.92 eV
Electronic energy   -731.93665 Eh
Strongest force on any atom   4.32 eV/A
ΔE to the lowest compared entry with this formula, charge and spin   123.3 kJ/mol
Total charge   0

Positions of all 8 atoms, in Å:
O -0.19268 1.09871 0.05819
O 0.19137 -1.22359 0.08451
Si 1.22659 0.08873 -0.01835
Si -1.20729 -0.08179 -0.00648
H 1.48974 0.10218 -1.44895
H 1.75278 0.20223 1.35331
H -2.04417 -0.52804 1.15806
H -1.67095 -0.00577 -1.47778

Atomic partial charges in e from the natural (NBO) method, atoms 1 to 5:
1. O -1.274
2. O -1.256
3. Si 1.605
4. Si 1.659
5. H -0.167


Entry 3:
Here is an isolated ion of composition C26H31N4O5 and charge -1 at a distorted geometry from the OMol25 dataset. Energies are from wB97M-V/def2-TZVPD.

Properties
Gap between HOMO and LUMO   4.82 eV
Electronic energy   -1604.50495 Eh
Strongest force on any atom   4.81 eV/A
ΔE to the lowest compared entry with this formula, charge and spin   101.1 kJ/mol
Total charge   -1
SMILES string   CCOC(=O)[C@H](O/C(=C\C(=O)c1ccccc1)N(CC)CC)/C(C)=N\N=C(\[O-])Nc1ccccc1

Positions of all 66 atoms, in Å:
C 0.33165 0.56703 8.47956
C 0.47913 1.68071 7.47988
O -0.41911 1.37079 6.38434
C -0.69297 2.43522 5.60174
O -0.25010 3.55028 5.80865
C -1.70971 2.05351 4.54138
O -1.24576 1.56785 3.29740
C -1.09197 0.21055 3.47522
C 0.08765 -0.07678 4.09266
C 1.24585 0.79550 3.95048
O 1.21598 2.03017 4.06116
C 2.55407 0.14257 3.64284
C 2.70084 -1.22150 3.32374
C 3.95248 -1.73829 2.97469
C 5.07796 -0.90655 2.94400
C 4.94153 0.45400 3.24883
C 3.69546 0.96744 3.60353
N -2.22261 -0.49588 3.36688
C -2.29345 -1.96457 3.56237
C -1.78515 -2.50902 4.88801
C -3.41778 0.17560 2.81596
C -3.27203 0.82170 1.46228
C -2.49953 3.28969 4.18997
C -3.62395 3.67979 5.07991
N -2.27603 4.02433 3.15469
N -1.72700 3.59021 2.05150
C -0.47128 4.17592 1.78217
O 0.25972 3.64994 0.94770
N -0.22875 5.33169 2.51631
C 0.73713 6.27839 2.25322
C 0.79091 7.43182 3.07289
C 1.68442 8.45871 2.77213
C 2.54016 8.34346 1.66521
C 2.50661 7.19363 0.86451
C 1.62661 6.14861 1.16639
H 1.10198 0.68589 9.24662
H -0.64636 0.63257 8.97336
H 0.42481 -0.42289 8.01674
H 0.17905 2.63754 7.91782
H 1.49395 1.75008 7.06911
H -2.40858 1.36889 5.04559
H 0.29909 -1.10148 4.37533
H 1.81752 -1.86346 3.34240
H 4.04502 -2.79606 2.72681
H 6.05678 -1.31160 2.69131
H 5.79974 1.12391 3.21806
H 3.57503 2.02470 3.84284
H -1.75996 -2.45332 2.72939
H -3.35408 -2.21970 3.47356
H -1.47182 -3.54660 4.73267
H -0.95206 -1.96453 5.32874
H -2.59585 -2.52359 5.62211
H -4.18293 -0.60314 2.77292
H -3.74790 0.92562 3.54754
H -4.27578 1.07266 1.10778
H -2.68729 1.74740 1.49509
H -2.82993 0.12912 0.74302
H -3.45191 3.31593 6.10271
H -3.73277 4.77397 5.07975
H -4.57237 3.25274 4.71175
H -0.90586 5.50892 3.25316
H 0.11471 7.50005 3.92804
H 1.70716 9.34800 3.40471
H 3.23364 9.15339 1.42998
H 3.15933 7.09919 -0.00456
H 1.58980 5.23778 0.56991

Atomic partial charges in e from the natural (NBO) method, atoms 1 to 5:
1. C -0.621
2. C -0.078
3. O -0.527
4. C 0.815
5. O -0.585


Entry 4:
Here is C21H40AsCoN2O6S2Si3 as an isolated structure from the OMol25 dataset. Energies are from wB97M-V/def2-TZVPD.

Properties
Gap between HOMO and LUMO (spin up / spin down)   7.98 / 6.73 eV
Multiplicity   5
Electronic energy   -6668.69016 Eh
Strongest force on any atom   0.95 eV/A
⟨S²⟩   6.014
ΔE to the lowest compared entry with this formula, charge and spin   43.2 kJ/mol
Total charge   0

Positions of all 76 atoms, in Å:
Co -1.90651 -1.09955 0.20672
O -2.07864 -5.02356 1.15587
S -1.82976 -3.70269 0.67050
O -0.64157 -3.78422 -0.37797
O -1.40572 -2.70276 1.66252
O -2.91827 -3.07963 -0.11072
C -3.89853 -1.10548 -5.02829
N -2.91204 -0.83656 -3.99951
C -2.99687 -1.26720 -2.71908
N -3.99017 -2.13173 -2.40857
O -2.17943 -0.85851 -1.87785
H -3.66878 -0.49516 -5.89705
H -4.90737 -0.85509 -4.69597
H -3.87594 -2.14986 -5.34417
H -2.24106 -0.10230 -4.14068
H -4.46771 -2.62251 -3.14302
H -3.86548 -2.63103 -1.53737
C 0.84907 -6.10462 0.72544
Si 0.53468 -4.97351 -0.69706
C -0.02606 -5.85204 -2.23243
C 2.08774 -4.02091 -1.04452
As 0.52915 -0.72232 0.21403
Si 1.74695 -0.45555 2.21421
C 3.59071 -0.57869 1.96805
C 1.24930 -1.76244 3.44647
C 1.30132 1.23981 2.83326
Si 1.53700 0.54077 -1.49576
C 0.90377 2.28396 -1.31285
C 3.39773 0.57108 -1.57777
C 0.91433 -0.20960 -3.09151
H 1.60784 -6.83981 0.44184
H -0.05537 -6.62627 1.04054
H 1.22187 -5.53602 1.58249
H 0.21318 -6.91931 -2.19010
H 0.46545 -5.43261 -3.11392
H -1.10641 -5.75508 -2.36437
H 2.90273 -4.71980 -1.26347
H 2.38458 -3.41576 -0.18122
H 1.97403 -3.35082 -1.90377
H 3.90093 -1.62406 1.88173
H 4.08520 -0.14929 2.84687
H 3.94688 -0.04793 1.08752
H 1.90104 -2.63657 3.36396
H 0.22145 -2.09291 3.28204
H 1.32714 -1.36951 4.46468
H 1.67806 2.01806 2.16197
H 1.71538 1.40668 3.83192
H 0.21316 1.33960 2.87742
H 1.37373 2.78452 -0.45976
H -0.17728 2.27866 -1.13897
H 1.11789 2.86272 -2.21700
H 3.85559 0.98207 -0.67744
H 3.68704 1.21062 -2.41967
H 3.80779 -0.42927 -1.74743
H -0.09782 -0.59497 -2.94575
H 1.55347 -1.04019 -3.40708
H 0.90046 0.53525 -3.89516
C 1.53685 6.50892 2.21247
C 0.73283 7.72289 2.60778
O 1.21956 8.79991 2.82268
S -1.05480 7.58898 2.75841
C -1.39908 5.90433 2.32551
C -1.63110 5.55906 0.99734
C -1.88028 4.23931 0.65482
C -1.90887 3.23907 1.63340
C -1.71688 3.60586 2.96806
C -1.46371 4.92503 3.31055
C -2.09673 1.86347 1.25864
C -2.25302 0.70981 0.89903
H 2.59064 6.73526 2.35940
H 1.35727 6.28359 1.15935
H 1.25004 5.63098 2.78956
H -1.60992 6.32832 0.23499
H -2.05155 3.96421 -0.37829
H -1.76818 2.84575 3.73734
H -1.30294 5.19908 4.34617

Atomic partial charges in e from the Mulliken method, atoms 1 to 5:
1. Co 0.486
2. O -0.596
3. S 1.198
4. O -0.164
5. O -0.636


Entry 5:
Here is one molecule with the formula C19H18N4OS at a distorted geometry from the OMol25 dataset. Energies are from wB97M-V/def2-TZVPD.

Properties
Gap between HOMO and LUMO   7.95 eV
Electronic energy   -1427.15288 Eh
Strongest force on any atom   7.29 eV/A
ΔE to the lowest compared entry with this formula, charge and spin   388.8 kJ/mol
Total charge   0
SMILES string   CSC1=C(C#N)[C@@](c2ccc(N(C)C)cc2)(c2cccnc2)C(=O)N1

Positions of all 43 atoms, in Å:
C 3.32297 1.27142 4.90134
S 3.77447 0.32221 3.37125
C 2.47111 0.74158 2.23296
C 1.56795 -0.09802 1.73136
C 1.56740 -1.49476 1.96274
N 1.83318 -2.59688 2.09472
C 0.45502 0.59229 0.93964
C 0.30524 0.07603 -0.56091
C 0.67781 -1.15335 -0.95419
C 0.39437 -1.59481 -2.28800
C -0.23848 -0.79913 -3.19407
N -0.68876 -1.29470 -4.46929
C -0.78896 -0.40408 -5.64421
C -1.50273 -2.53898 -4.54519
C -0.61410 0.47683 -2.77706
C -0.38045 0.94183 -1.46111
C -0.77686 0.43036 1.75189
C -0.92360 1.06268 2.96490
C -2.07613 0.94932 3.73994
C -3.10753 0.13234 3.24084
N -3.05491 -0.51728 2.08651
C -1.82103 -0.47380 1.42510
C 1.04956 1.92475 1.03770
O 0.71528 3.06827 0.67470
N 2.17647 1.97955 1.82865
H 3.07809 2.26791 4.56058
H 2.37339 0.89850 5.18007
H 4.10596 1.32212 5.67897
H 1.20264 -1.90163 -0.31374
H 0.46650 -2.68759 -2.56605
H -0.16070 -0.85164 -6.47559
H -1.84786 -0.44119 -5.87635
H -0.49852 0.58346 -5.44089
H -2.57546 -2.24082 -4.22304
H -1.17785 -3.36180 -3.93308
H -1.67687 -2.95520 -5.49464
H -1.08471 1.07201 -3.55533
H -0.82239 1.98784 -1.37078
H -0.29883 1.88482 3.30378
H -2.46805 1.67053 4.54235
H -4.09489 0.14512 3.73670
H -1.79438 -1.01605 0.51176
H 2.93661 2.61990 1.64506

Atomic partial charges in e from the natural (NBO) method, atoms 1 to 5:
1. C -0.714
2. S 0.239
3. C 0.107
4. C -0.209
5. C 0.270


Question: Number 3 is which compound?
Answer: C26H31N4O5


Question: What is the formula in the fifth record?
Answer: C19H18N4OS


Question: The highest electronic energy belongs to which entry?
Answer: H4O2Si2